[1]
C25H41IrN3P2 as an isolated structure in a non-equilibrium geometry. Source: OMol25; level of theory: ωB97M-V/def2-TZVPD.

Values from the calculation:
ΔE to the lowest compared entry with this formula, charge and spin ... 0.0 kJ/mol
Charge ... +2
2S+1 ... 6
Orbital gap (spin up / spin down) ... 6.430 / 4.098 eV
Lowest unoccupied orbital energy (spin up / spin down) ... -6.74 / -9.94 eV
DFT total energy ... -52452.8606 eV
Expectation value of S² ... 8.789

Cartesian coordinates (Å):
Ir: 1.147 -1.326 0.407
C: -0.658 -1.316 2.190
C: -0.290 -2.437 1.309
C: 1.284 -2.199 3.053
C: 0.252 -1.278 3.281
C: 0.979 -2.948 1.859
C: -1.747 -0.348 1.927
H: -2.050 -0.389 0.873
H: -1.437 0.686 2.153
H: -2.615 -0.568 2.564
C: 0.190 -0.406 4.490
H: -0.778 0.102 4.559
H: 0.974 0.368 4.483
H: 0.365 -1.008 5.397
C: 2.521 -2.361 3.851
H: 2.301 -2.824 4.821
H: 2.986 -1.382 4.048
H: 3.263 -2.969 3.320
C: 1.553 -4.277 1.517
H: 0.822 -5.089 1.669
H: 2.407 -4.465 2.177
H: 1.893 -4.278 0.472
C: -1.214 -3.291 0.514
H: -1.611 -4.134 1.096
H: -0.678 -3.698 -0.341
H: -2.065 -2.709 0.151
C: -2.892 3.543 0.630
C: -3.454 2.373 0.267
C: -3.778 1.889 -1.131
C: -2.784 2.446 -2.186
C: -1.376 2.505 -1.638
C: -0.697 3.697 -1.614
C: -1.019 4.764 -0.631
C: -2.524 4.752 -0.197
H: -4.820 2.156 -1.414
H: -3.100 3.454 -2.505
H: -3.770 0.776 -1.110
H: -3.178 4.882 -1.081
H: -2.775 3.711 1.716
H: -3.858 1.738 1.072
H: -2.697 5.641 0.440
H: -0.379 4.653 0.271
H: 0.184 3.869 -2.228
H: -0.790 5.746 -1.083
H: -2.814 1.848 -3.108
H: -1.240 1.846 -0.758
P: 0.174 0.597 -2.190
C: 0.688 1.614 -3.671
C: -1.027 -0.405 -3.191
P: 1.941 -1.866 -1.456
C: 1.855 -0.219 -2.276
C: 0.937 -3.119 -2.381
C: 3.594 -2.462 -1.895
H: 1.674 2.047 -3.458
H: -0.028 2.395 -3.930
H: 0.785 0.914 -4.515
H: -0.894 -0.210 -4.261
H: -2.065 -0.158 -2.947
H: -0.902 -1.472 -3.020
H: 3.704 -2.407 -2.984
H: 3.708 -3.502 -1.570
H: 4.368 -1.855 -1.424
H: 2.480 0.455 -1.651
H: 2.264 -0.289 -3.299
H: 1.290 -4.125 -2.100
H: 1.092 -2.987 -3.462
H: -0.135 -3.092 -2.152
N: 2.250 0.271 0.702
C: 2.650 0.998 1.563
N: 3.268 1.919 2.156
C: 3.164 2.396 3.380
N: 3.130 2.818 4.479

---

[2]
A 6-piece molecular cluster, C28H62N2O8S4 overall in a non-equilibrium geometry. Source: OMol25; level of theory: ωB97M-V/def2-TZVPD.

Values from the calculation:
ΔE to the lowest compared entry with this formula, charge and spin ... 13.7 kJ/mol
Orbital gap ... 8.487 eV
Lowest unoccupied orbital energy ... 0.03 eV
DFT total energy ... -92735.5286 eV
SMILES ... O=S1(=O)CCCC1.O=S1(=O)CCCC1.O=S1(=O)CCCC1.O=S1(=O)CCCC1.CCN(CC)CC.CCN(CC)CC

Cartesian coordinates (Å):
O: 1.224 -5.793 7.080
S: 1.494 -4.572 6.369
O: 1.601 -3.281 7.066
C: 3.059 -4.831 5.358
C: 2.689 -4.114 4.040
C: 1.306 -4.661 3.580
C: 0.427 -4.532 4.831
H: 2.988 -5.882 5.080
H: 3.971 -4.468 5.831
H: 2.660 -3.039 4.218
H: 3.371 -4.213 3.196
H: 1.296 -5.717 3.311
H: 0.661 -4.163 2.856
H: -0.497 -5.079 5.019
H: -0.006 -3.537 4.725
O: 3.420 0.591 -6.316
S: 2.174 1.439 -6.432
O: 2.110 2.773 -7.090
C: 0.775 0.302 -6.974
C: 0.064 -0.092 -5.732
C: 0.185 0.970 -4.691
C: 1.582 1.611 -4.698
H: 1.123 -0.423 -7.710
H: 0.074 0.969 -7.476
H: -1.008 -0.253 -5.839
H: 0.322 -1.058 -5.295
H: -0.063 0.512 -3.734
H: -0.584 1.686 -4.980
H: 2.224 0.973 -4.090
H: 1.540 2.632 -4.320
O: -2.117 1.657 -2.312
S: -2.896 2.860 -2.530
O: -3.757 2.922 -3.637
C: -3.768 3.304 -0.942
C: -2.844 4.137 -0.092
C: -1.968 4.987 -1.077
C: -1.729 4.246 -2.360
H: -4.271 2.408 -0.577
H: -4.448 4.042 -1.368
H: -3.426 4.763 0.584
H: -2.093 3.532 0.417
H: -1.033 5.294 -0.608
H: -2.372 5.932 -1.440
H: -0.747 3.776 -2.328
H: -2.042 4.725 -3.288
O: 1.217 -2.185 0.860
S: 0.660 -1.095 0.063
O: 0.940 -1.034 -1.406
C: -1.104 -0.748 0.423
C: -1.185 0.690 0.937
C: 0.131 0.975 1.676
C: 1.265 0.526 0.826
H: -1.351 -1.363 1.288
H: -1.805 -0.923 -0.394
H: -1.483 1.366 0.135
H: -2.060 0.781 1.581
H: -0.039 0.565 2.671
H: 0.176 2.056 1.810
H: 2.172 0.200 1.333
H: 1.398 1.219 -0.006
C: -2.838 -4.057 2.998
C: -2.762 -5.589 3.183
N: -3.395 -6.089 4.441
C: -4.720 -5.544 4.590
C: -4.816 -4.657 5.845
C: -3.326 -7.578 4.600
C: -4.052 -8.538 3.620
H: -2.433 -3.524 3.858
H: -3.723 -3.725 2.455
H: -2.195 -3.741 2.177
H: -3.185 -6.212 2.395
H: -1.725 -5.922 3.230
H: -5.244 -5.061 3.765
H: -5.386 -6.373 4.833
H: -4.260 -3.720 5.876
H: -5.844 -4.298 5.893
H: -4.782 -5.159 6.812
H: -3.787 -7.847 5.550
H: -2.310 -7.855 4.883
H: -3.584 -9.517 3.523
H: -4.160 -8.250 2.574
H: -5.031 -8.549 4.099
C: 2.945 8.058 -2.304
C: 3.791 7.274 -3.299
N: 4.109 5.828 -2.933
C: 2.787 5.250 -2.462
C: 2.773 3.720 -1.937
C: 4.567 5.042 -4.102
C: 5.869 5.476 -4.653
H: 1.876 7.846 -2.276
H: 3.245 9.088 -2.495
H: 3.299 7.935 -1.280
H: 3.470 7.232 -4.339
H: 4.799 7.681 -3.383
H: 2.169 5.820 -1.769
H: 2.196 5.073 -3.361
H: 3.490 3.726 -1.116
H: 1.771 3.453 -1.598
H: 3.225 2.956 -2.570
H: 3.836 5.222 -4.890
H: 4.741 3.986 -3.896
H: 5.942 6.506 -5.004
H: 6.508 4.751 -5.155
H: 6.549 5.516 -3.802

---

Look up the ΔE to the lowest compared entry with this formula, charge and spin of the first one.
0.0 kJ/mol

---

Which of these has the highest DFT total energy?
C25H41IrN3P2

---

ΔE to the lowest compared entry with this formula, charge and spin of number 1 (C25H41IrN3P2)?
0.0 kJ/mol